Record 1
Formula: C22H30Cl2IrN2O2SeSi2
Source: the OMol25 dataset
Level of theory: ωB97M-V/def2-TZVPD

2S+1: 2
charge: +2
frontier orbital gap (alpha / beta): 4.7 / 4.9 eV
HOMO energy (alpha / beta): -13.585 / -13.602 eV

Each line ends with the Löwdin charge.
Cartesian coordinates (Å):
Ir -0.4042 0.3826 -0.3977  1.120
Cl -1.6893 -5.5798 3.7540  0.755
C -1.7014 -4.1452 2.8168  -0.654
C -2.8807 -3.7497 2.1658  -0.062
C -2.9197 -2.6018 1.4108  -0.569
Cl -4.3581 -2.1318 0.6009  0.770
C -1.7750 -1.7834 1.2702  -0.331
O -1.8638 -0.6947 0.5575  -0.252
C -0.5982 -2.1986 1.9415  -0.130
C 0.5652 -1.3921 1.8984  -0.110
O 0.6554 -0.2586 1.3659  -0.191
C -0.5688 -3.3835 2.6997  -0.035
H -3.7685 -4.3620 2.2537  0.126
H 1.4594 -1.7742 2.4039  0.158
H 0.3388 -3.6880 3.2051  0.129
C 2.3974 2.1811 2.1967  0.015
N 1.7814 3.2073 1.3578  -0.035
C 1.4143 3.0922 0.0823  -0.600
Se 1.5752 1.5482 -1.0280  0.878
N 0.9348 4.2653 -0.3388  0.150
C 0.9839 5.1911 0.6981  -0.170
C 0.5941 6.5252 0.7794  0.017
C 0.7637 7.1303 2.0053  -0.034
C 1.3022 6.4391 3.1092  -0.032
C 1.6902 5.1206 3.0231  0.023
C 1.5177 4.5107 1.7834  -0.145
H 2.6073 1.3060 1.5901  0.060
H 1.7179 1.9144 3.0036  0.111
H 3.3239 2.5750 2.6087  0.116
H 0.6347 4.4441 -1.2847  0.157
H 0.1970 7.0606 -0.0717  0.127
H 0.4771 8.1656 2.1260  0.123
H 1.4160 6.9625 4.0482  0.124
H 2.1095 4.5961 3.8702  0.126
C -4.4948 2.3728 -0.6412  -0.154
Si -2.6666 2.5793 -0.8133  0.458
C -2.2377 4.0395 -1.8917  -0.160
C -1.8682 2.7455 0.9038  -0.133
C -1.9656 0.9494 -1.4468  -0.475
Si -1.4093 0.3593 -3.1442  0.423
C -0.0601 -0.8962 -2.6156  -0.166
C -0.6854 1.6855 -4.2060  -0.167
C -2.8427 -0.4787 -3.9493  -0.145
H -4.9308 3.2443 -0.1470  0.054
H -4.7184 1.4961 -0.0285  0.043
H -4.9975 2.2555 -1.6029  0.050
H -2.2030 4.9475 -1.2844  0.042
H -3.0052 4.1914 -2.6529  0.052
H -1.2909 3.9334 -2.4244  0.009
H -1.4106 3.7253 1.0529  0.035
H -1.0874 1.9933 1.1357  -0.005
H -2.6292 2.6051 1.6733  0.063
H -2.7165 0.1972 -1.1546  0.042
H 0.9305 -0.6149 -2.9706  0.042
H -0.2968 -1.9022 -2.9668  0.080
H 0.0610 -1.0812 -1.4914  0.002
H 0.1705 2.1814 -3.7451  0.009
H -1.4329 2.4389 -4.4580  0.047
H -0.3392 1.2459 -5.1450  0.058
H -3.2003 -1.3251 -3.3603  0.050
H -2.5524 -0.8493 -4.9360  0.057
H -3.6740 0.2142 -4.0912  0.053

***

Record 2
Formula: C5H3N
Source: the OMol25 dataset
Level of theory: ωB97M-V/def2-TZVPD

2S+1: 1
frontier orbital gap (alpha / beta): 7.1 / 7.9 eV
HOMO energy (alpha / beta): -8.349 / -8.923 eV

Each line ends with the Löwdin charge.
Cartesian coordinates (Å):
C 0.9137 0.3323 0.0365  -0.137
C 1.3322 -0.3665 -1.2248  0.041
C 0.3871 -1.1842 -0.9431  -0.085
C -0.4514 0.6961 0.4287  -0.163
C -1.3634 -0.7308 0.2154  0.011
N -0.9350 -1.5331 -0.6233  0.004
H 1.7166 0.3691 0.8702  0.134
H -0.4123 1.1455 1.3960  0.082
H -1.1875 1.2716 -0.1557  0.113

***

Record 3
Formula: C2HBrN2O2
Source: the OMol25 dataset
Level of theory: ωB97M-V/def2-TZVPD

2S+1: 3
frontier orbital gap (alpha / beta): 9.0 / 7.6 eV
HOMO energy (alpha / beta): -9.442 / -11.519 eV

Each line ends with the Löwdin charge.
Cartesian coordinates (Å):
C -0.1878 -0.2197 -1.4938  -0.287
C 0.2143 -0.3446 -0.1563  -0.711
N -0.6123 -0.3337 -2.5492  0.215
N 0.1693 0.8692 0.7901  -0.426
O -0.5448 1.7967 0.5559  0.103
O 0.9027 0.7707 1.8023  -0.021
Br 1.5047 -1.5454 0.2913  0.956
H -1.4461 -0.9932 0.7597  0.172

***

Record 4
Formula: C10H11Br4CuN2O2
Source: the OMol25 dataset
Level of theory: ωB97M-V/def2-TZVPD

2S+1: 1
frontier orbital gap: 3.1 eV
HOMO energy: -5.111 eV

Each line ends with the Löwdin charge.
Cartesian coordinates (Å):
Cu -0.3848 -0.9621 -0.2967  0.445
Br -6.3455 2.8360 -0.5109  0.633
C -4.9961 1.5057 -0.2029  -0.755
C -5.4513 0.1252 -0.0027  -0.761
Br -7.2486 -0.2037 0.5868  0.627
C -4.5247 -0.9002 -0.1298  -0.679
Br -5.1642 -2.6113 -0.5248  0.725
C -3.0974 -0.6414 -0.2038  -0.410
O -2.1586 -1.5670 -0.2111  -0.234
C -2.6471 0.7043 -0.1501  -0.407
O -1.3548 0.9208 -0.2119  -0.226
C -3.6709 1.8011 -0.2552  -0.694
Br -2.9787 3.5275 -0.2298  0.723
N 4.1339 0.2230 0.4951  0.043
C 3.4310 0.6823 -0.7431  -0.103
C 1.8643 0.4782 -0.7002  -0.165
N 1.4674 -0.8616 -0.2633  -0.179
C 2.1937 -1.2286 0.9900  -0.165
C 3.7019 -1.1942 0.9740  -0.078
H 3.8852 0.8667 1.2887  0.200
H 5.1496 0.2255 0.2988  0.184
H 3.8318 0.1890 -1.6614  0.144
H 3.6161 1.7816 -0.8345  0.144
H 1.4887 0.6506 -1.6798  0.120
H 1.4019 1.2484 0.0125  0.158
H 1.7056 -1.6200 -0.9792  0.156
H 1.9081 -2.2595 1.2353  0.138
H 1.8337 -0.4926 1.7761  0.158
H 4.1939 -1.8373 0.2458  0.133
H 4.2159 -1.3866 1.8880  0.124

***

Record 5
Formula: C13H29AgO2P
Source: the OMol25 dataset
Level of theory: ωB97M-V/def2-TZVPD

2S+1: 2
charge: +2
frontier orbital gap (alpha / beta): 4.6 / 4.6 eV
HOMO energy (alpha / beta): -14.063 / -14.060 eV

Each line ends with the Löwdin charge.
Cartesian coordinates (Å):
C -1.9600 -1.2633 2.7347  -0.072
C -2.6653 -0.2151 3.5976  -0.207
C -2.7969 1.1985 2.9954  -0.192
O -1.9245 1.4138 1.8532  -0.338
P -2.4096 1.3534 0.3493  1.152
C -1.0439 1.2795 -0.7908  -0.316
C -1.5307 0.6041 -2.0958  -0.233
C -1.2996 -0.9082 -2.0980  -0.196
C 0.1410 -1.3537 -2.4314  -0.180
C 0.6999 -2.3962 -1.4637  -0.202
C 1.1362 -1.8697 -0.0962  -0.199
C 2.4505 -1.0563 -0.0948  -0.168
C 2.3732 0.3907 0.4209  -0.170
C 2.3440 1.4398 -0.6807  -0.281
O 3.6140 1.4707 -1.2655  -0.175
C 3.6706 2.1415 -2.5101  -0.082
H -1.5958 -2.0859 3.3470  0.095
H -2.6558 -1.6955 2.0137  0.093
H -1.1013 -0.8546 2.2074  0.059
H -2.1349 -0.2275 4.5953  0.043
H -3.6695 -0.5641 3.8384  0.126
H -2.5106 1.9847 3.6906  0.117
H -3.8281 1.3973 2.7009  0.126
H -3.2714 0.2446 0.2208  0.057
H -0.6496 2.2865 -0.9434  0.110
H -0.2705 0.6938 -0.2768  0.066
H -2.5882 0.8269 -2.2765  0.106
H -0.9965 1.0803 -2.9184  0.128
H -1.5990 -1.3275 -1.1260  0.099
H -1.9874 -1.3403 -2.8256  0.121
H 0.1338 -1.7884 -3.4310  0.121
H 0.8094 -0.4903 -2.4946  0.097
H -0.0599 -3.1735 -1.3330  0.117
H 1.5630 -2.8874 -1.9187  0.123
H 0.3250 -1.2864 0.3649  0.066
H 1.2660 -2.7369 0.5555  0.112
H 2.8799 -1.0418 -1.1004  0.118
H 3.1746 -1.5948 0.5165  0.114
H 3.2545 0.6118 1.0249  0.121
H 1.5079 0.5196 1.0868  0.093
H 1.5909 1.1920 -1.4472  0.086
H 2.0830 2.4289 -0.2683  0.129
H 2.8816 1.7836 -3.1829  0.086
H 4.6382 1.9209 -2.9530  0.097
H 3.5715 3.2251 -2.3860  0.093
Ag -1.5596 0.6695 6.2951  0.940

***

Record 6
Formula: C2HFO2
Source: the OMol25 dataset
Level of theory: ωB97M-V/def2-TZVPD

2S+1: 1
frontier orbital gap (alpha / beta): 7.1 / 7.1 eV
HOMO energy (alpha / beta): -7.370 / -7.360 eV

Each line ends with the Löwdin charge.
Cartesian coordinates (Å):
C -1.2339 -0.5953 -0.1912  -0.200
C 0.8867 0.7360 0.3315  -0.187
O -1.8390 -1.5625 -0.1582  0.272
O -0.5069 0.3856 0.0993  0.089
F 1.4853 -0.4524 0.2513  -0.023
H 1.2077 1.4887 -0.3327  0.049